Entry 1:
Below is 8 unconnected molecules or ions with the total composition C22H32Br2Cl14NO3P at a distorted geometry, with properties calculated with ωB97M-V with the def2-TZVPD basis set.

Cartesian coordinates (Å):
O: -3.00 1.59 -2.29
C: -2.04 1.01 -2.71
N: -2.06 -0.32 -3.24
C: -0.76 -0.59 -3.77
O: -0.46 -1.56 -4.41
C: 0.14 0.55 -3.43
C: 1.49 0.71 -3.64
C: 2.07 1.92 -3.24
P: 3.89 2.08 -3.55
O: 4.31 0.49 -3.60
Br: 4.87 2.80 -1.65
C: 1.25 2.92 -2.69
Br: 1.95 4.62 -2.21
C: -0.11 2.74 -2.46
C: -0.65 1.53 -2.83
H: -2.29 -1.04 -2.57
H: 2.07 -0.09 -4.09
H: 4.53 0.18 -2.71
H: -0.72 3.51 -2.02
Cl: 3.70 1.32 -6.36
C: 2.99 1.71 -7.95
C: 2.31 3.05 -7.93
Cl: 0.84 3.04 -6.92
H: 2.31 0.92 -8.22
H: 3.81 1.72 -8.67
H: 2.00 3.32 -8.94
H: 2.97 3.83 -7.55
Cl: -0.65 -0.38 -0.61
C: -0.72 -1.73 0.57
C: 0.30 -1.58 1.66
Cl: 1.97 -1.79 1.05
H: -0.59 -2.66 0.02
H: -1.72 -1.72 1.00
H: 0.14 -2.34 2.43
H: 0.24 -0.60 2.13
Cl: -1.42 0.09 4.30
C: -1.27 -0.84 5.82
C: -0.01 -1.66 5.87
Cl: -0.03 -3.02 4.70
H: -2.15 -1.46 5.92
H: -1.26 -0.11 6.63
H: 0.10 -2.10 6.86
H: 0.88 -1.06 5.66
Cl: 1.03 -5.29 2.44
C: 1.41 -7.00 2.81
C: 2.16 -7.14 4.11
Cl: 3.81 -6.47 4.01
H: 1.97 -7.40 1.98
H: 0.46 -7.53 2.88
H: 2.26 -8.19 4.36
H: 1.64 -6.63 4.93
Cl: -0.88 2.45 7.41
C: -0.67 3.53 6.00
C: 0.71 3.44 5.42
Cl: 1.95 4.13 6.51
H: -0.91 4.54 6.31
H: -1.40 3.22 5.25
H: 0.76 4.01 4.49
H: 0.99 2.41 5.21
Cl: -2.68 3.98 3.55
C: -3.63 5.47 3.37
C: -2.75 6.68 3.20
Cl: -1.85 7.07 4.68
H: -4.28 5.56 4.24
H: -4.26 5.34 2.49
H: -3.37 7.55 2.96
H: -2.03 6.54 2.39
Cl: -2.66 -6.97 -4.04
C: -2.47 -5.45 -4.95
C: -2.29 -4.26 -4.05
Cl: -3.77 -3.87 -3.14
H: -3.34 -5.34 -5.60
H: -1.59 -5.57 -5.58
H: -2.05 -3.38 -4.65
H: -1.49 -4.42 -3.34

## Properties
Gap between HOMO and LUMO in eV: 8.132
E_tot in Ha: -13070.139065
Charge: 0
Lowest unoccupied orbital energy in Eh: -0.0249
Strongest force on any atom in hartree/bohr: 0.024
HOMO energy in hartree: -0.3237
Structure (SMILES): O=C1NC(=O)c2cc(P(O)Br)c(Br)cc21.ClCCCl.ClCCCl.ClCCCl.ClCCCl.ClCCCl.ClCCCl.ClCCCl

List of Mulliken charges in e, atom by atom: -0.5607 0.0971 -0.1652 0.0296 -0.6042 0.3837 -0.3430 0.7620 0.4055 -0.4788 -0.2814 -0.0664 -0.2226 -0.7473 0.0279 0.2183 0.6071 0.3102 0.5340 -0.1152 -0.5050 -0.4938 -0.1489 0.3340 0.3182 0.3444 0.3087 -0.0824 -0.6893 0.2742 -0.1996 0.3411 0.3797 -0.3276 0.3093 -0.1450 -0.2366 -0.4974 -0.1641 0.3513 0.0777 0.3750 0.2632 -0.0768 -0.5823 -0.4000 -0.1812 0.3463 0.2870 0.3118 0.2986 -0.2268 0.1500 -0.2964 -0.2053 0.3265 -0.2696 0.3168 0.2068 -0.1434 -0.5404 -0.4085 -0.1769 0.3106 0.3391 0.3193 0.3015 -0.2010 -0.4949 -0.1998 -0.2156 0.3391 0.3294 0.1456 0.3130


Entry 2:
Below is a molecular structure, C22H32BrF9N2O11P2S2 at a distorted geometry, with properties calculated with ωB97M-V with the def2-TZVPD basis set.

Cartesian coordinates (Å):
O: 0.78 1.36 2.26
P: 0.35 -0.01 2.69
O: -0.82 0.07 3.88
O: 1.70 -0.78 3.35
P: -0.31 -1.23 0.97
C: -0.68 0.06 -0.33
C: -0.23 -0.11 -1.71
S: 0.68 -1.52 -2.36
O: 0.45 -2.75 -1.58
O: 0.15 -1.79 -3.71
C: 2.51 -1.25 -2.55
F: 3.08 -1.24 -1.27
F: 3.01 -2.39 -3.15
C: 2.94 0.08 -3.29
F: 2.52 1.13 -2.47
F: 2.24 0.12 -4.49
C: 4.49 0.28 -3.49
F: 5.06 0.59 -2.26
F: 5.15 -0.81 -4.00
C: 4.86 1.52 -4.46
F: 5.29 1.01 -5.67
F: 3.84 2.42 -4.60
F: 5.94 2.17 -3.89
C: -0.56 1.00 -2.71
C: -1.28 2.21 -2.39
Br: -1.62 3.60 -3.72
C: -1.77 2.39 -0.97
N: -2.48 3.46 -0.47
S: -2.74 3.08 1.14
N: -1.98 1.62 1.27
C: -1.44 1.28 0.05
H: -0.67 -0.73 4.43
H: 2.03 -1.46 2.72
H: 0.83 -2.01 0.65
H: -0.21 0.87 -3.77
C: -3.24 -8.93 -2.38
O: -3.72 -7.86 -3.16
C: -4.88 -7.24 -2.62
C: -4.85 -5.73 -2.85
O: -3.92 -5.03 -2.02
C: -2.53 -5.23 -2.28
C: -2.05 -4.63 -3.60
O: -2.50 -5.41 -4.71
C: -2.82 -4.62 -5.84
H: -3.90 -9.80 -2.48
H: -2.25 -9.20 -2.74
H: -3.16 -8.65 -1.32
H: -4.97 -7.44 -1.55
H: -5.75 -7.66 -3.14
H: -5.83 -5.34 -2.57
H: -4.70 -5.48 -3.90
H: -2.27 -6.28 -2.19
H: -2.01 -4.71 -1.48
H: -0.95 -4.64 -3.62
H: -2.39 -3.60 -3.67
H: -3.49 -3.79 -5.57
H: -3.34 -5.26 -6.55
H: -1.90 -4.23 -6.30
C: 2.23 8.41 5.99
O: 2.24 7.01 6.16
C: 1.24 6.54 7.06
C: 0.68 5.21 6.60
O: -0.18 5.29 5.46
C: 0.42 5.61 4.21
C: 1.33 4.52 3.64
O: 2.55 4.45 4.36
C: 3.03 3.13 4.49
H: 2.62 8.91 6.88
H: 2.86 8.65 5.13
H: 1.21 8.77 5.77
H: 0.43 7.27 7.15
H: 1.71 6.42 8.04
H: 0.05 4.82 7.41
H: 1.46 4.47 6.44
H: 0.93 6.57 4.26
H: -0.41 5.74 3.52
H: 1.57 4.76 2.60
H: 0.79 3.57 3.67
H: 2.26 2.46 4.87
H: 3.85 3.14 5.22
H: 3.41 2.77 3.53

## Properties
Gap between HOMO and LUMO in eV: 6.680
E_tot in Ha: -6746.348055
Charge: 0
Lowest unoccupied orbital energy in Eh: -0.0798
Strongest force on any atom in hartree/bohr: 0.120
HOMO energy in hartree: -0.3253

List of Mulliken charges in e, atom by atom: -0.4528 0.8721 -0.4910 -0.5082 -0.1447 0.6180 -0.1213 0.9702 -0.6007 -0.6467 0.6448 -0.2681 -0.2474 0.6458 -0.2504 -0.2616 0.5595 -0.2744 -0.2440 0.6424 -0.2337 -0.2141 -0.2426 -0.3618 -0.6484 -0.1384 0.9314 -0.6442 0.2286 -0.4448 0.1689 0.3170 0.3304 0.0167 0.4903 -0.8099 -0.2692 -0.5351 -0.3075 -0.4913 -0.2710 -0.3656 -0.3199 -0.7941 0.3230 0.2311 0.3615 0.3411 0.4003 0.4209 0.0781 0.1076 0.3749 0.3177 0.3055 0.3458 0.2562 0.3061 -0.8096 -0.2685 -0.5626 -0.2709 -0.4809 -0.3953 -0.2956 -0.2977 -0.6541 0.3228 0.2315 0.3638 0.3479 0.3965 0.4223 0.0653 0.1068 0.4417 0.3646 0.1557 0.2571 0.2678 0.2885


Entry 3:
Below is a single C22H32N4O4S molecule at a distorted geometry, with properties calculated with ωB97M-V with the def2-TZVPD basis set.

Cartesian coordinates (Å):
C: 0.34 2.83 -0.31
O: 0.31 3.40 -1.73
C: -0.18 2.47 -2.78
C: -1.54 2.92 -3.13
H: -1.61 2.62 -4.21
H: -1.62 4.07 -3.08
C: -2.62 2.50 -1.93
N: -2.35 0.90 -2.03
C: -2.24 0.27 -0.81
N: -2.02 -0.97 -0.82
C: -1.58 -1.92 -1.91
H: -1.05 -1.13 -2.72
C: -2.69 -2.38 -2.71
C: -3.97 -1.80 -3.08
N: -3.44 -0.65 -4.12
C: -2.98 -1.13 -5.12
H: -3.69 -1.68 -5.79
H: -2.05 -1.64 -4.95
H: -2.74 -0.45 -6.01
C: -4.73 0.16 -4.22
H: -4.26 1.02 -5.00
H: -5.49 -0.43 -4.66
H: -5.12 0.49 -3.36
H: -4.48 -1.26 -2.07
H: -4.50 -2.58 -3.73
H: -2.40 -3.19 -3.45
H: -3.14 -3.04 -1.86
H: -0.82 -2.59 -1.73
C: -1.80 -1.67 0.60
C: -0.43 -1.54 0.97
C: 0.08 -0.65 1.67
C: 1.52 -0.37 2.03
C: 1.84 0.66 2.84
C: 3.23 0.93 3.20
C: 4.12 -0.16 2.90
C: 3.60 -1.51 2.14
C: 2.43 -1.41 1.58
N: 1.70 -2.44 1.17
C: 0.59 -2.65 0.55
O: 0.34 -3.68 -0.03
H: 2.37 -3.07 0.76
H: 4.32 -2.12 2.14
O: 5.46 -0.16 3.35
C: 5.71 0.89 4.31
C: 5.13 2.01 3.96
H: 5.11 2.88 4.58
O: 3.52 2.01 3.88
H: 5.24 2.57 2.88
H: 6.82 0.75 4.22
H: 5.38 0.33 5.37
H: 1.21 1.44 3.07
H: -0.63 0.17 1.96
H: -2.54 -1.38 1.03
H: -2.12 -2.68 0.33
S: -2.83 1.18 0.66
H: -2.76 0.31 -2.67
H: -2.40 2.87 -1.16
H: -3.55 2.61 -2.39
H: 0.54 2.66 -3.52
H: -0.29 1.55 -2.26
H: 0.92 3.62 0.19
H: 0.94 1.92 -0.29
H: -0.56 2.58 -0.05

## Properties
Gap between HOMO and LUMO in eV: 7.950
E_tot in Ha: -1775.057826
Charge: 0
Lowest unoccupied orbital energy in Eh: 0.0157
Strongest force on any atom in hartree/bohr: 0.371
HOMO energy in hartree: -0.2765
Structure (SMILES): COCCCNC(=S)N(CCCN(C)C)Cc1cc2cc3c(cc2[nH]c1=O)OCCO3
Energy relative to the best compared isomer or geometry (same formula, charge and spin) in kcal per mole: 445.73

List of natural (NBO) charges in e, atom by atom: -0.2421 -0.5899 -0.1031 -0.4353 0.2091 0.2142 -0.1004 -0.6837 0.4017 -0.4215 -0.2174 0.1760 -0.4551 -0.2461 -0.4749 -0.4003 0.1224 0.2037 0.2034 -0.3955 0.1902 0.1800 0.1998 0.2413 0.2272 0.2354 0.2061 0.2591 -0.1666 -0.1743 -0.1419 -0.0019 -0.1965 0.2019 0.2271 -0.2134 0.1165 -0.5765 0.6742 -0.6303 0.3959 0.2022 -0.5098 -0.1722 -0.1537 0.2472 -0.4876 0.2381 0.2670 0.2147 0.2225 0.2470 0.2136 0.2070 -0.4676 0.4180 0.1732 0.2000 0.1921 0.1946 0.1965 0.1609 0.1780


Entry 4:
Below is a molecular structure, C22H33AgN2O9P3S2, with properties calculated with ωB97M-V with the def2-TZVPD basis set.

Cartesian coordinates (Å):
Ag: 0.25 0.43 0.43
N: 3.44 -1.01 2.80
C: 3.90 0.09 1.87
C: 5.40 0.27 2.05
P: 3.44 -0.41 0.16
O: 4.52 -1.62 -0.14
O: 3.70 0.71 -0.77
O: 2.13 -1.12 0.30
P: 2.99 1.56 2.59
O: 3.75 2.80 1.92
O: 3.34 1.43 4.03
O: 1.56 1.52 2.14
H: 3.96 -1.87 2.69
H: 2.44 -1.23 2.62
H: 3.49 -0.62 3.76
H: 5.94 -0.66 1.86
H: 5.62 0.63 3.06
H: 5.75 1.02 1.34
H: 5.23 -1.26 -0.68
H: 3.30 3.02 1.08
C: -0.91 3.56 0.87
O: -0.34 3.68 -0.43
P: 0.92 2.71 -0.78
O: 2.16 3.61 -0.26
C: 2.35 4.96 -0.71
O: 0.99 3.04 -2.36
C: 0.51 2.02 -3.25
H: -1.63 4.37 0.98
H: -0.15 3.62 1.65
H: -1.43 2.60 0.97
H: 3.12 5.40 -0.08
H: 1.42 5.52 -0.61
H: 2.67 4.96 -1.75
H: 0.95 2.22 -4.22
H: -0.58 2.05 -3.32
H: 0.82 1.03 -2.90
C: -6.59 -2.27 0.56
C: -5.74 -2.34 -0.54
C: -4.44 -1.88 -0.46
C: -3.94 -1.33 0.73
C: -4.80 -1.29 1.83
C: -6.10 -1.75 1.75
C: -2.55 -0.82 0.90
C: -1.73 -0.28 -0.02
C: -2.17 -0.04 -1.40
C: -1.58 -0.70 -2.49
C: -2.00 -0.47 -3.79
C: -2.99 0.47 -4.05
C: -3.55 1.17 -2.99
C: -3.15 0.92 -1.69
H: -7.60 -2.64 0.49
H: -6.09 -2.76 -1.47
H: -3.79 -1.95 -1.32
H: -4.42 -0.89 2.77
H: -6.75 -1.70 2.62
H: -2.20 -0.90 1.92
H: -0.77 -1.39 -2.30
H: -1.53 -1.01 -4.61
H: -3.30 0.66 -5.07
H: -4.31 1.92 -3.19
H: -3.60 1.46 -0.87
S: 0.50 -2.52 3.47
C: 0.78 -3.21 1.98
N: 0.10 -3.00 0.87
C: 0.54 -3.71 -0.32
C: 1.98 -4.14 -0.09
S: 2.11 -4.33 1.71
H: -0.58 -2.25 0.81
H: 0.46 -3.04 -1.18
H: -0.11 -4.57 -0.50
H: 2.68 -3.37 -0.41
H: 2.20 -5.09 -0.57

## Properties
Gap between HOMO and LUMO in eV: 6.925
E_tot in Ha: -3612.579166
Charge: -1
Lowest unoccupied orbital energy in Eh: 0.0872
Strongest force on any atom in hartree/bohr: 0.004
HOMO energy in hartree: -0.1673
Energy relative to the best compared isomer or geometry (same formula, charge and spin) in kcal per mole: 0.00

List of natural (NBO) charges in e, atom by atom: 0.7627 -0.7352 -0.6549 -0.6411 2.3892 -1.0331 -1.1467 -1.2268 2.4026 -1.0252 -1.1736 -1.2075 0.4190 0.4846 0.4628 0.1970 0.2321 0.2505 0.4977 0.5281 -0.2711 -0.8426 1.6633 -0.8465 -0.2562 -0.8316 -0.2545 0.1801 0.2003 0.2003 0.1881 0.1871 0.1869 0.1817 0.1890 0.1944 -0.2406 -0.2158 -0.2029 -0.0715 -0.1495 -0.2377 -0.3325 -0.4382 -0.0756 -0.1914 -0.2340 -0.2659 -0.2078 -0.2310 0.2001 0.2019 0.2183 0.1998 0.2010 0.2049 0.1954 0.2016 0.2020 0.2031 0.2132 -0.2315 -0.0287 -0.5868 -0.2188 -0.5372 0.2455 0.4640 0.2266 0.1883 0.2624 0.2185


Entry 5:
Below is a molecular structure, C22H33BBr2Cl7F9LiN3NaO14PS2 at a distorted geometry, with properties calculated with ωB97M-V with the def2-TZVPD basis set.

Cartesian coordinates (Å):
C: -2.30 -2.93 6.58
C: -1.79 -2.23 5.34
O: -0.94 -3.12 4.55
B: -0.50 -2.62 3.38
O: -0.11 -3.43 2.35
N: -0.42 -1.13 3.15
C: 0.74 -0.50 3.44
C: 0.77 0.94 3.20
C: -0.38 1.50 2.70
C: -1.52 0.68 2.45
C: -2.78 1.34 1.96
C: -3.63 0.28 1.29
O: -4.30 -0.50 1.88
O: -3.61 0.27 -0.09
N: -1.55 -0.59 2.65
H: -2.73 -2.16 7.22
H: -3.09 -3.65 6.37
H: -1.47 -3.38 7.12
H: -1.20 -1.36 5.65
H: -2.63 -1.92 4.73
H: -0.86 -3.84 1.90
H: 1.61 -1.04 3.82
H: 1.66 1.55 3.38
H: -0.44 2.56 2.52
H: -3.28 1.63 2.89
H: -2.56 2.17 1.31
H: -2.92 -0.34 -0.41
C: -7.56 -0.65 3.75
Cl: -6.32 -1.40 4.76
Cl: -7.64 -1.48 2.18
Cl: -9.12 -0.77 4.56
Cl: -7.15 1.07 3.50
Br: -5.05 2.12 4.82
C: 6.22 -3.69 2.02
C: 6.87 -3.35 3.35
O: 6.45 -2.02 3.82
C: 5.28 -1.94 4.39
O: 4.51 -2.86 4.56
C: 5.02 -0.49 4.85
F: 5.32 0.38 3.89
F: 5.72 -0.17 5.92
F: 3.70 -0.32 5.15
H: 6.43 -2.91 1.27
H: 6.59 -4.64 1.65
H: 5.13 -3.77 2.11
H: 7.95 -3.29 3.24
H: 6.65 -4.09 4.11
Li: 4.25 -2.01 2.37
C: 4.49 0.18 -0.15
F: 3.79 -0.57 0.78
F: 3.89 1.35 -0.23
F: 5.70 0.40 0.38
S: 4.56 -0.75 -1.73
O: 3.18 -0.89 -2.10
O: 5.24 -1.96 -1.34
N: 5.39 0.31 -2.50
S: 5.79 -0.01 -4.02
O: 4.70 0.01 -4.94
O: 6.75 -1.05 -4.18
C: 6.71 1.55 -4.33
F: 7.75 1.68 -3.49
F: 5.93 2.62 -4.16
F: 7.18 1.57 -5.57
Na: 1.93 0.48 5.51
C: 2.36 4.56 1.95
Cl: 1.48 3.92 0.57
Cl: 1.27 5.36 3.08
Cl: 3.26 3.26 2.77
H: 3.08 5.28 1.59
O: -3.35 2.83 -6.31
P: -3.64 1.39 -6.11
O: -2.39 0.76 -5.28
C: -1.72 1.51 -4.27
C: -2.29 1.23 -2.89
O: -3.40 0.75 -7.58
C: -3.26 1.57 -8.74
C: -1.80 1.85 -9.03
O: -4.71 0.24 -5.80
C: -5.28 0.09 -4.49
C: -5.94 1.35 -3.97
H: -1.74 2.58 -4.48
H: -0.67 1.20 -4.30
H: -3.33 1.58 -2.83
H: -1.72 1.74 -2.12
H: -2.29 0.16 -2.68
H: -3.83 2.49 -8.63
H: -3.71 1.02 -9.57
H: -1.27 2.18 -8.14
H: -1.71 2.61 -9.81
H: -1.30 0.94 -9.38
H: -4.51 -0.28 -3.80
H: -6.02 -0.70 -4.57
H: -5.25 2.20 -3.99
H: -6.27 1.20 -2.94
H: -6.80 1.61 -4.58
Br: -9.22 -3.31 0.74

## Properties
Gap between HOMO and LUMO in eV: 1.775
E_tot in Ha: -12676.180489
Charge: 0
Lowest unoccupied orbital energy in Eh: -0.1479
Strongest force on any atom in hartree/bohr: 0.111
HOMO energy in hartree: -0.2131

List of Mulliken charges in e, atom by atom: -1.3802 0.1511 -0.3442 0.4368 -0.6311 0.7896 -1.1198 0.5790 -0.9094 0.1122 0.2666 0.2017 -0.3717 -0.4052 -0.6995 0.3981 0.3195 0.3475 0.0371 0.3699 0.3325 0.9335 -0.2139 0.5317 -0.1982 0.4711 0.2969 0.3192 -0.0959 -0.0444 -0.1219 -0.0780 -0.5940 -1.2109 -0.0077 -0.2707 -0.1004 -0.4387 0.9516 -0.1792 -0.2456 -0.3326 0.3647 0.4217 0.2198 0.3932 0.3366 0.9494 0.5666 -0.2159 -0.1851 -0.2624 0.8750 -0.6047 -0.6614 -0.2101 0.9858 -0.6147 -0.6305 0.6572 -0.2359 -0.2275 -0.2038 0.9546 -0.1805 -0.0391 -0.0987 -0.1002 0.4171 -0.7797 1.0611 -0.3554 -0.5538 -0.7942 -0.3641 -0.2918 -1.0138 -0.3853 -0.1002 -1.0942 0.3446 0.3651 0.2399 0.4534 0.2019 0.3351 0.3399 0.2730 0.3493 0.2788 0.1579 0.3268 0.3508 0.3798 0.3083 -0.5566


Entry 6:
Below is 3 unconnected molecules or ions with the total composition C22H33Br2N2O3S at a distorted geometry, with properties calculated with ωB97M-V with the def2-TZVPD basis set.

Cartesian coordinates (Å):
C: -4.50 -2.26 1.04
C: -3.19 -2.64 1.77
Br: -3.59 -2.49 3.73
C: -2.00 -1.64 1.54
Br: -0.85 -2.34 0.12
C: -2.45 -0.17 1.40
C: -1.48 0.86 2.08
N: -2.31 2.07 2.34
C: -3.14 2.54 1.19
C: -3.78 1.41 0.32
N: -2.89 0.25 0.06
C: -1.79 0.69 -0.82
C: -1.91 0.06 -2.28
C: -3.08 -0.96 -2.42
S: -4.73 -0.24 -2.66
O: -5.56 -0.21 -1.43
O: -5.40 -1.07 -3.68
O: -4.63 1.27 -3.35
H: -5.19 -3.11 1.04
H: -4.36 -1.95 -0.01
H: -5.02 -1.43 1.55
H: -2.87 -3.68 1.63
H: -1.41 -1.70 2.48
H: -3.37 -0.10 2.03
H: -0.56 1.05 1.51
H: -1.18 0.46 3.07
H: -2.93 1.84 3.12
H: -1.70 2.81 2.70
H: -2.48 3.15 0.53
H: -3.91 3.23 1.56
H: -4.72 1.06 0.80
H: -4.07 1.84 -0.65
H: -0.80 0.37 -0.47
H: -1.72 1.78 -0.98
H: -2.03 0.88 -3.02
H: -0.98 -0.46 -2.57
H: -3.01 -1.67 -1.58
H: -2.88 -1.55 -3.34
H: -4.20 1.88 -2.74
C: 2.96 3.32 -1.13
C: 2.09 2.60 -1.94
C: 1.83 1.26 -1.67
C: 2.44 0.64 -0.58
C: 3.30 1.36 0.24
C: 3.57 2.70 -0.04
H: 3.17 4.36 -1.34
H: 1.62 3.09 -2.78
H: 1.16 0.70 -2.31
H: 2.23 -0.40 -0.37
H: 3.77 0.88 1.09
H: 4.25 3.26 0.59
C: 7.84 -1.26 1.25
C: 6.82 -0.61 0.57
C: 6.00 -1.32 -0.30
C: 6.20 -2.68 -0.48
C: 7.22 -3.33 0.20
C: 8.04 -2.62 1.07
H: 8.48 -0.70 1.93
H: 6.66 0.46 0.72
H: 5.21 -0.81 -0.84
H: 5.56 -3.24 -1.16
H: 7.38 -4.39 0.06
H: 8.84 -3.13 1.59

## Properties
Gap between HOMO and LUMO in eV: 7.435
E_tot in Ha: -6739.239633
Charge: +1
Lowest unoccupied orbital energy in Eh: -0.1286
Strongest force on any atom in hartree/bohr: 0.114
HOMO energy in hartree: -0.4019

List of natural (NBO) charges in e, atom by atom: -0.6617 -0.2072 -0.0328 -0.2661 0.0391 -0.0934 -0.2619 -0.4953 -0.2723 -0.2214 -0.4595 -0.2744 -0.4235 -0.6550 2.2403 -0.9185 -0.8922 -0.8315 0.2504 0.2450 0.2161 0.2529 0.2446 0.2293 0.2543 0.2426 0.4373 0.4467 0.2293 0.2498 0.2423 0.2197 0.2361 0.1910 0.2208 0.2391 0.2734 0.2819 0.4814 -0.2112 -0.2067 -0.2387 -0.2432 -0.1659 -0.2281 0.2228 0.2166 0.2058 0.2164 0.2143 0.2221 -0.2138 -0.2086 -0.2261 -0.2141 -0.2080 -0.2069 0.2157 0.2065 0.2082 0.2115 0.2168 0.2180